No. 1
Below is a molecular structure, C18H27N2SW, with properties calculated with ωB97M-V/def2-TZVPD.

Last column: natural (NBO) charge in e.
Geometry (Å):
C  -0.734  0.179  -4.793  0.091
C  -0.148  1.518  -4.653  -0.665
C  0.106  -0.946  -5.214  -0.662
C  -2.191  0.016  -4.699  -0.666
H  0.193  -1.021  -6.314  0.225
H  -0.303  -1.907  -4.868  0.203
H  1.131  -0.846  -4.827  0.203
H  -0.140  2.082  -5.604  0.222
H  0.894  1.467  -4.309  0.204
H  -0.721  2.123  -3.935  0.212
H  -2.700  0.181  -5.668  0.224
H  -2.621  0.741  -3.993  0.211
H  -2.466  -0.995  -4.369  0.203
C  1.846  -0.723  1.015  -0.392
C  1.955  -1.495  -0.205  -0.261
C  1.755  -0.612  -1.317  -0.220
H  2.248  -2.540  -0.261  0.258
C  1.501  0.693  -0.809  -0.241
C  1.543  0.643  0.621  -0.343
H  1.501  1.503  1.282  0.257
H  2.118  -1.062  2.007  0.243
H  1.846  -0.875  -2.369  0.263
H  1.376  1.595  -1.404  0.265
C  -2.510  -1.701  0.370  -0.207
C  -1.405  -2.537  0.795  -0.399
C  -0.657  -2.885  -0.396  -0.291
H  -1.260  -2.973  1.781  0.262
C  -1.266  -2.214  -1.512  -0.224
C  -2.388  -1.482  -1.029  -0.239
H  -3.069  -0.895  -1.648  0.262
H  -3.349  -1.409  0.997  0.264
H  0.138  -3.628  -0.444  0.257
H  -0.979  -2.338  -2.556  0.260
W  -0.168  -0.728  0.264  0.710
S  -1.219  0.277  2.124  -0.085
C  -0.128  0.869  3.357  0.391
N  -0.212  2.191  3.554  -0.572
C  0.206  2.807  4.817  -0.225
C  1.517  2.184  5.238  -0.431
C  1.365  0.684  5.331  -0.218
N  0.703  0.132  4.115  -0.572
H  -0.942  2.652  2.996  0.437
H  -0.564  2.663  5.593  0.207
H  0.279  3.872  4.606  0.232
H  1.799  2.581  6.215  0.248
H  2.298  2.439  4.516  0.224
H  0.767  0.414  6.215  0.211
H  2.329  0.182  5.430  0.229
H  0.724  -0.875  3.957  0.434

- maximum force (eV/Å) = 4.8
- E_HOMO (alpha / beta) (eV) = -8.958 / -9.828
- spin multiplicity = 3
- energy (Eh) = -1276.56148
- charge = +1
- ⟨S²⟩ = 2.010
- frontier orbital gap (alpha / beta) (Ha) = 0.237 / 0.253

No. 2
Below is a single C18H27N3O5S2 molecule, with properties calculated with ωB97M-V/def2-TZVPD.

Last column: natural (NBO) charge in e.
Geometry (Å):
C  6.476  -2.043  -0.572  -0.640
C  4.956  -1.903  -0.552  -0.065
O  4.508  -0.644  -0.089  -0.576
C  4.664  -0.436  1.298  -0.066
C  3.926  0.839  1.695  -0.440
C  2.403  0.685  1.617  -0.211
N  1.871  0.406  0.308  -0.698
C  1.740  1.423  -0.697  -0.196
C  3.012  1.648  -1.549  -0.568
C  3.781  2.762  -1.073  0.291
N  4.364  3.667  -0.685  -0.340
S  1.675  -1.158  -0.209  2.355
O  2.125  -2.058  0.808  -0.940
O  2.118  -1.315  -1.563  -0.942
C  -0.126  -1.225  -0.237  -0.323
C  -0.805  -1.336  0.962  -0.129
C  -2.191  -1.342  0.960  -0.213
C  -2.863  -1.232  -0.243  -0.297
S  -4.656  -1.169  -0.252  2.319
O  -5.135  -1.781  0.956  -0.937
O  -5.126  -1.664  -1.512  -0.935
N  -4.857  0.497  -0.215  -0.678
C  -5.816  1.060  -1.152  -0.228
C  -7.038  1.387  -0.298  -0.416
C  -6.389  1.907  0.985  -0.415
C  -5.105  1.069  1.104  -0.242
C  -2.188  -1.128  -1.444  -0.187
C  -0.801  -1.129  -1.440  -0.193
H  6.882  -2.074  0.436  0.203
H  6.745  -2.965  -1.079  0.216
H  6.922  -1.206  -1.103  0.211
H  4.555  -1.978  -1.566  0.200
H  4.504  -2.697  0.056  0.179
H  4.255  -1.296  1.847  0.181
H  5.730  -0.329  1.548  0.174
H  4.257  1.656  1.055  0.224
H  4.187  1.085  2.726  0.219
H  2.104  -0.158  2.243  0.221
H  1.924  1.596  1.993  0.204
H  1.433  2.356  -0.213  0.219
H  0.933  1.096  -1.358  0.219
H  3.619  0.741  -1.502  0.307
H  2.741  1.838  -2.589  0.254
H  -0.242  -1.436  1.876  0.228
H  -2.761  -1.447  1.869  0.245
H  -5.386  1.970  -1.585  0.190
H  -6.007  0.335  -1.941  0.244
H  -7.596  0.472  -0.097  0.209
H  -7.697  2.115  -0.765  0.219
H  -7.029  1.791  1.856  0.222
H  -6.138  2.963  0.874  0.204
H  -4.245  1.675  1.403  0.197
H  -5.225  0.249  1.815  0.231
H  -2.757  -1.067  -2.357  0.245
H  -0.230  -1.077  -2.354  0.245

- structure (SMILES) = CCOCCCN(CCC#N)S(=O)(=O)c1ccc(S(=O)(=O)N2CCCC2)cc1
- maximum force (eV/Å) = 1.2
- E_HOMO (eV) = -9.358
- energy (Eh) = -2038.88174
- energy relative to the best compared isomer or geometry (same formula, charge and spin) (kcal/mol) = 64.6
- frontier orbital gap (Ha) = 0.348

No. 3
Below is 3 unconnected molecules or ions with the total composition C18H27N5O7S, with properties calculated with ωB97M-V/def2-TZVPD.

Last column: natural (NBO) charge in e.
Geometry (Å):
C  2.639  1.707  0.014  -0.585
H  3.420  1.277  -0.445  0.203
H  2.874  2.219  0.814  0.187
H  2.008  0.867  0.445  0.180
C  1.455  2.547  -0.989  -0.133
N  0.299  2.600  -0.601  -0.539
C  -0.493  3.115  -1.632  -0.197
C  -0.619  4.376  -2.171  -0.589
H  -0.831  5.061  -1.366  0.197
H  -1.245  4.605  -2.864  0.222
H  0.578  4.510  -2.593  0.179
H  -1.693  2.693  -1.527  0.146
H  -0.589  2.415  -2.476  0.225
C  0.174  3.107  0.640  -0.175
H  0.293  4.240  0.550  0.142
H  0.887  2.768  1.367  0.230
C  -1.319  3.228  1.341  -0.197
N  -1.709  1.826  1.304  -0.566
C  -1.825  0.850  2.404  0.549
O  -1.475  1.399  3.523  -0.612
C  -2.160  -0.448  2.022  0.602
O  -2.238  -0.821  0.889  -0.560
N  -1.858  -1.324  3.124  -0.617
C  -1.670  -2.649  3.049  -0.233
H  -2.704  -3.174  2.106  0.200
H  -2.160  -3.202  4.068  0.253
C  -0.481  -2.969  2.814  0.224
N  -0.128  -2.989  1.247  -0.650
S  1.100  -1.531  1.049  2.224
O  0.591  -0.455  1.863  -0.921
O  2.308  -2.212  1.252  -0.906
C  0.722  -1.294  -0.756  -0.242
C  -0.357  -0.995  -1.217  -0.237
C  -0.525  -0.516  -2.535  -0.207
C  0.670  -0.610  -3.346  0.083
C  2.002  -1.246  -2.877  -0.230
C  1.823  -1.430  -1.517  -0.140
H  3.168  -1.637  -0.937  0.229
H  2.810  -1.121  -3.495  0.252
N  0.754  -0.340  -4.878  0.514
O  -0.336  0.185  -4.996  -0.340
O  1.862  -0.425  -5.500  -0.364
H  -1.370  -0.240  -3.073  0.249
H  -1.263  -0.780  -0.549  0.295
C  0.133  -4.098  0.513  -0.270
H  -0.405  -4.186  -0.160  0.155
H  1.233  -4.141  0.651  0.207
C  -0.403  -5.067  1.852  0.024
H  0.134  -6.153  1.626  0.159
H  -1.335  -5.308  1.353  0.123
O  -0.238  -4.544  2.892  -0.510
H  0.247  -2.617  3.338  0.201
H  -1.668  -0.947  4.067  0.434
H  -1.781  1.282  0.539  0.384
H  -1.943  3.706  0.781  0.195
H  -1.088  3.432  2.293  0.235
H  1.593  1.956  -2.010  0.188
H  2.134  3.503  -1.277  0.132

- maximum force (eV/Å) = 18.8
- E_HOMO (eV) = -8.517
- energy (Eh) = -1899.79863
- energy relative to the best compared isomer or geometry (same formula, charge and spin) (kcal/mol) = 553.3
- frontier orbital gap (Ha) = 0.274

No. 4
Below is a single C18H27N7O3 molecule, with properties calculated with ωB97M-V/def2-TZVPD.

Last column: natural (NBO) charge in e.
Geometry (Å):
C  2.262  1.757  -7.065  -0.245
O  2.180  1.275  -5.747  -0.550
C  3.041  1.942  -4.856  -0.067
C  2.809  1.383  -3.452  -0.239
N  1.527  1.779  -2.946  -0.198
N  1.388  2.890  -2.212  -0.076
N  0.159  3.021  -1.942  -0.067
N  -0.556  2.039  -2.473  -0.326
C  0.285  1.249  -3.105  0.333
C  -0.036  -0.015  -3.831  -0.272
N  -0.377  -1.170  -3.027  -0.435
C  0.579  -1.563  -2.015  -0.221
C  0.450  -0.799  -0.690  -0.422
C  -0.989  -0.891  -0.163  -0.056
N  -1.162  -0.070  1.016  -0.629
C  -1.072  -0.585  2.277  0.796
O  -0.939  -1.773  2.487  -0.661
N  -1.174  0.385  3.250  -0.612
C  -1.179  0.237  4.638  0.182
C  -1.342  1.381  5.414  -0.288
C  -1.349  1.280  6.793  -0.175
C  -1.195  0.056  7.410  -0.293
C  -1.031  -1.094  6.635  0.326
O  -0.886  -2.259  7.324  -0.494
C  -0.718  -3.451  6.594  -0.253
C  -1.021  -1.002  5.250  -0.329
C  -1.981  -0.462  -1.243  -0.441
C  -1.734  -1.257  -2.530  -0.213
H  3.273  1.632  -7.469  0.169
H  1.559  1.169  -7.651  0.200
H  1.988  2.817  -7.117  0.172
H  2.841  3.025  -4.863  0.182
H  4.092  1.782  -5.143  0.177
H  3.562  1.781  -2.769  0.241
H  2.867  0.293  -3.481  0.223
H  0.823  -0.276  -4.457  0.227
H  -0.883  0.188  -4.491  0.233
H  1.588  -1.455  -2.421  0.191
H  0.410  -2.627  -1.816  0.200
H  1.134  -1.224  0.046  0.221
H  0.713  0.252  -0.820  0.190
H  -1.188  -1.921  0.150  0.228
H  -1.154  0.927  0.868  0.389
H  -1.305  1.335  2.934  0.390
H  -1.463  2.344  4.938  0.201
H  -1.477  2.169  7.393  0.213
H  -1.200  -0.039  8.483  0.221
H  -0.630  -4.242  7.338  0.196
H  -1.579  -3.652  5.949  0.180
H  0.190  -3.424  5.983  0.179
H  -0.898  -1.868  4.625  0.258
H  -3.000  -0.633  -0.897  0.214
H  -1.859  0.603  -1.450  0.233
H  -2.415  -0.921  -3.313  0.202
H  -1.929  -2.319  -2.338  0.191

- structure (SMILES) = COCCn1nnnc1CN1CCC(NC(=O)Nc2cccc(OC)c2)CC1
- maximum force (eV/Å) = 1.6
- E_HOMO (eV) = -7.875
- energy (Eh) = -1311.08902
- energy relative to the best compared isomer or geometry (same formula, charge and spin) (kcal/mol) = 71.1
- frontier orbital gap (Ha) = 0.310